Computed, not measured: CHNO2S in the gas phase, with ωB97M-V/def2-TZVPD.

Structure (ORCA input):
```
! RIJCOSX wB97M-V def2-TZVPD def2/J DEFGRID3
* xyz 0 1
O -2.261 2.678 1.741
N -1.697 1.644 1.422
C -0.621 1.143 0.816
O 0.491 1.151 1.274
S -0.724 -0.283 -0.640
H 0.532 -0.639 -0.439
*
```

For the energy relative to the best compared isomer or geometry (same formula, charge and spin), the calculation gives 3.312 eV. The HOMO-LUMO gap (spin up / spin down) comes out at 7.783 / 8.025 eV. As for the HOMO energy (spin up / spin down): -10.131 / -10.093 eV. Its SMILES is O=NC(=O)S. The value obtained for the LUMO energy (spin up / spin down) is -2.348 / -2.068 eV.

=====

Computed, not measured: C6H15O2P in the gas phase, with ωB97M-V/def2-TZVPD.

Structure (ORCA input):
```
! RIJCOSX wB97M-V def2-TZVPD def2/J DEFGRID3
* xyz 0 1
C -2.583 1.710 1.327
P -1.466 1.430 -0.125
C -0.595 -0.042 0.597
O -1.474 -1.105 0.780
C 0.773 -0.599 -0.509
C 1.478 -1.729 0.214
C 0.151 -1.039 -1.818
C 1.653 0.629 -0.715
O 1.949 1.337 0.464
H -3.256 0.857 1.415
H -3.176 2.606 1.154
H -2.013 1.813 2.248
H -0.494 2.350 0.256
H -0.132 0.169 1.561
H -1.900 -1.295 -0.065
H 0.771 -2.517 0.462
H 1.935 -1.387 1.141
H 2.257 -2.149 -0.423
H -0.507 -0.261 -2.205
H -0.417 -1.959 -1.693
H 0.932 -1.222 -2.555
H 1.135 1.345 -1.358
H 2.584 0.324 -1.221
H 2.396 0.735 1.069
*
```

For the energy relative to the best compared isomer or geometry (same formula, charge and spin), the calculation gives 3.467 eV. The HOMO-LUMO gap comes out at 9.776 eV. As for the HOMO energy: -9.015 eV. Its SMILES is CP[C@@H](O)C(C)(C)CO. The value obtained for the LUMO energy is 0.761 eV.

=====

Computed, not measured: 2 unconnected molecules or ions with the total composition C2H6NO3, with ωB97M-V/def2-TZVPD.

Structure (ORCA input):
```
! RIJCOSX wB97M-V def2-TZVPD def2/J DEFGRID3
* xyz -1 1
C -0.368 1.746 0.700
N 0.071 0.464 1.043
C -0.178 -0.605 0.108
O -0.563 -1.682 0.576
O -0.063 -0.310 -1.105
H -0.262 1.993 -0.299
H -1.384 2.269 0.972
H 0.335 2.382 1.266
H -0.165 0.319 1.987
H 0.801 -1.590 -1.183
H 0.651 -2.850 -2.156
O 1.125 -2.137 -1.909
*
```

For the energy relative to the best compared isomer or geometry (same formula, charge and spin), the calculation gives 1.673 eV. The HOMO-LUMO gap comes out at 8.491 eV. As for the HOMO energy: -4.282 eV. The value obtained for the LUMO energy is 4.210 eV.

=====

> Which of these has the lowest energy relative to the best compared isomer or geometry (same formula, charge and spin)?

C2H6NO3

=====

> The lowest energy relative to the best compared isomer or geometry (same formula, charge and spin) belongs to which entry?

C2H6NO3